(1)
Below is one molecule with the formula C20H21N3O6, with properties calculated with wB97M-V/def2-TZVPD.

Its SMILES is O=C(CCc1ccc(Oc2cc([N+](=O)[O-])cc([N+](=O)[O-])c2)cc1)N1CCCCC1. The multiplicity is 1. The calculation puts the relative energy (zero: lowest compared OMol25 entry of this formula, charge and spin) at 182.7 kcal per mole. Its HOMO-LUMO gap is 0.29669 hartree. The HOMO energy comes out at -9.182 eV.

Structure (XYZ):
```
50
Properties=species:S:1:pos:R:3:lowdin_charge:R:1
O -5.624 -1.601 -1.670 0.053
C -5.271 -0.465 -1.409 -0.464
C -4.017 -0.222 -0.582 -0.090
C -2.821 0.073 -1.503 -0.140
C -1.571 0.226 -0.688 -0.234
C -0.833 -0.891 -0.317 -0.016
C 0.299 -0.770 0.467 -0.008
C 0.707 0.489 0.887 -0.251
O 1.798 0.664 1.728 0.053
C 2.979 0.093 1.444 -0.226
C 3.924 0.054 2.475 0.108
C 5.178 -0.483 2.241 -0.121
N 6.142 -0.515 3.328 -0.360
O 7.221 -1.004 3.097 0.100
O 5.796 -0.050 4.389 0.094
C 5.540 -0.995 1.003 0.084
C 4.595 -0.938 -0.009 -0.118
N 4.935 -1.448 -1.326 -0.359
O 4.073 -1.409 -2.174 0.094
O 6.053 -1.875 -1.485 0.101
C 3.330 -0.404 0.188 0.088
C -0.025 1.615 0.537 0.012
C -1.157 1.476 -0.244 -0.023
N -5.936 0.612 -1.885 -0.056
C -5.695 2.004 -1.581 -0.160
C -6.854 2.571 -0.755 -0.173
C -8.168 2.393 -1.511 -0.207
C -8.362 0.921 -1.865 -0.172
C -7.154 0.409 -2.647 -0.144
H -3.820 -1.146 -0.037 0.126
H -4.151 0.579 0.146 0.114
H -3.007 0.981 -2.079 0.114
H -2.713 -0.758 -2.202 0.129
H -1.148 -1.870 -0.645 0.123
H 0.858 -1.646 0.761 0.128
H 3.674 0.445 3.449 0.137
H 6.519 -1.415 0.833 0.132
H 2.639 -0.370 -0.642 0.130
H 0.300 2.583 0.883 0.122
H -1.720 2.356 -0.518 0.116
H -4.756 2.131 -1.048 0.103
H -5.627 2.552 -2.530 0.131
H -6.671 3.627 -0.550 0.111
H -6.906 2.040 0.197 0.118
H -9.001 2.749 -0.903 0.109
H -8.142 2.988 -2.428 0.112
H -9.264 0.787 -2.461 0.112
H -8.466 0.334 -0.950 0.120
H -7.242 -0.660 -2.846 0.119
H -7.067 0.947 -3.598 0.130
```

***

(2)
Below is a 2-piece molecular cluster, C2H7O2 overall, with properties calculated with wB97M-V/def2-TZVPD.

The multiplicity is 1. The calculation puts the relative energy (zero: lowest compared OMol25 entry of this formula, charge and spin) at 14.0 kcal per mole. Its total charge is +1. Its HOMO-LUMO gap is 0.37729 hartree. The HOMO energy comes out at -16.096 eV.

Structure (XYZ):
```
11
Properties=species:S:1:pos:R:3:lowdin_charge:R:1
O -1.440 -1.415 -1.284 -0.024
H -1.845 -1.751 -2.072 0.051
H -0.099 0.558 2.060 0.132
H -2.111 -1.515 -0.610 0.056
C 0.655 0.930 1.368 0.030
C 0.783 0.225 0.107 -0.061
O 0.263 0.711 -0.915 0.225
H 1.561 0.791 1.959 0.118
H 0.568 1.994 1.142 0.122
H 1.327 -0.711 -0.018 0.173
H 0.339 0.184 -1.737 0.178
```

***

(3)
Below is BCl3H4Mg as an isolated structure, with properties calculated with wB97M-V/def2-TZVPD.

The multiplicity is 1. The calculation puts the relative energy (zero: lowest compared OMol25 entry of this formula, charge and spin) at 0.0 kcal per mole. Its total charge is -2. Its HOMO-LUMO gap is 0.30022 hartree. The HOMO energy comes out at -2.043 eV.

Structure (XYZ):
```
9
Properties=species:S:1:pos:R:3:lowdin_charge:R:1
Mg -9.183 5.984 1.627 -0.436
Cl -8.526 5.343 -0.568 -0.321
Cl -10.539 7.772 1.393 -0.244
Cl -10.102 4.267 2.842 -0.268
B -7.398 6.705 2.676 -0.531
H -7.357 5.627 2.140 -0.069
H -8.243 6.732 3.552 -0.032
H -6.301 6.980 3.125 -0.041
H -7.717 7.492 1.819 -0.059
```

***

(4)
Below is C2H6Cl2N2O2P2 as an isolated structure, with properties calculated with wB97M-V/def2-TZVPD.

The multiplicity is 1. Its HOMO-LUMO gap (alpha / beta) is 0.24356 / 0.24350 hartree. The HOMO energy (alpha / beta) comes out at -8.956 / -8.955 eV.

Structure (XYZ):
```
16
Properties=species:S:1:pos:R:3:lowdin_charge:R:1
C 0.232 1.803 -1.607 -0.052
C -1.331 -1.246 2.040 -0.248
N 0.664 0.536 -0.884 -0.404
N -0.465 -0.452 1.220 -0.304
O 2.857 1.491 0.049 -0.256
O -1.954 -0.199 -1.083 -0.375
P 1.971 0.425 0.064 0.312
P -0.649 -0.516 -0.390 0.194
Cl 2.769 -1.304 0.294 0.497
Cl 0.099 -2.314 -1.320 0.179
H -0.790 1.649 -1.651 0.025
H 0.457 2.621 -0.928 0.086
H 0.655 1.939 -2.649 0.117
H -1.476 -0.605 3.055 0.121
H -2.177 -1.628 1.492 0.055
H -0.863 -2.202 2.297 0.055
```

***

(5)
Below is a 18-piece molecular cluster, C29H21Cl68IN5O3S overall, with properties calculated with wB97M-V/def2-TZVPD.

The multiplicity is 1. The calculation puts the relative energy (zero: lowest compared OMol25 entry of this formula, charge and spin) at 0.0 kcal per mole. Its total charge is +1. Its HOMO-LUMO gap is 0.32788 hartree. The HOMO energy comes out at -11.056 eV.

Structure (XYZ):
```
128
Properties=species:S:1:pos:R:3:lowdin_charge:R:1
C -3.525 0.767 -0.602 -0.005
C -2.662 -0.449 -0.729 -0.436
O -2.967 -1.492 -0.173 0.094
N -1.454 -0.340 -1.485 -0.010
C -1.590 0.401 -2.768 -0.021
N -0.803 -1.540 -1.584 0.074
C 0.367 -1.941 -1.078 -0.285
N 1.213 -1.197 -0.363 0.121
C 1.061 0.174 0.005 -0.183
C 0.096 0.290 1.212 -0.787
O -0.228 -0.679 1.845 0.027
I -0.669 2.237 1.774 0.863
N 0.640 -3.207 -1.359 0.185
C -0.412 -3.613 -2.069 -0.287
C -0.484 -5.012 -2.516 -0.102
C -1.449 -5.792 -1.602 -0.240
C -0.901 -5.969 -0.185 -0.504
S -1.406 -4.627 0.956 0.734
N -1.285 -2.655 -2.246 0.074
C -2.515 -2.820 -2.983 -0.052
C -2.420 -2.364 -4.451 -0.207
O -1.066 -2.268 -4.845 -0.046
H -4.452 0.642 -1.148 0.101
H -3.022 1.684 -0.893 0.076
H -3.773 0.866 0.443 0.014
H -0.861 0.004 -3.459 0.092
H -2.589 0.346 -3.167 0.053
H -1.319 1.436 -2.599 0.034
H 2.069 -1.655 -0.090 0.092
H 2.003 0.639 0.261 0.106
H 0.615 0.744 -0.801 0.091
H 0.494 -5.439 -2.361 0.065
H -0.707 -5.126 -3.571 0.132
H -1.695 -6.748 -2.041 0.055
H -2.391 -5.265 -1.501 0.082
H 0.180 -5.984 -0.159 0.072
H -1.296 -6.881 0.236 0.061
H -2.695 -4.438 0.627 -0.136
H -2.787 -3.860 -2.997 0.120
H -3.351 -2.320 -2.517 0.127
H -2.917 -1.402 -4.559 0.094
H -2.949 -3.048 -5.109 0.125
H -0.999 -1.622 -5.554 0.101
C -6.301 2.303 2.705 -2.036
Cl -7.097 1.780 1.212 0.526
Cl -4.543 2.172 2.503 0.507
Cl -6.726 3.979 3.046 0.546
Cl -6.812 1.272 4.039 0.518
C 3.905 -5.552 -3.300 -2.000
Cl 2.643 -6.602 -3.961 0.548
Cl 5.007 -6.509 -2.311 0.523
Cl 4.786 -4.798 -4.625 0.532
Cl 3.164 -4.289 -2.292 0.488
C -4.094 3.477 -5.431 -2.025
Cl -5.637 4.309 -5.266 0.557
Cl -3.470 3.718 -7.064 0.516
Cl -2.950 4.120 -4.242 0.485
Cl -4.333 1.741 -5.147 0.515
C 1.267 3.980 -4.794 -2.003
Cl 1.782 5.469 -4.010 0.512
Cl 0.733 2.812 -3.567 0.539
Cl -0.074 4.337 -5.889 0.473
Cl 2.624 3.305 -5.692 0.531
C 7.116 -9.821 -1.200 -2.051
Cl 5.849 -10.862 -1.858 0.524
Cl 8.228 -10.784 -0.231 0.514
Cl 7.994 -9.052 -2.527 0.525
Cl 6.378 -8.571 -0.186 0.494
C -0.568 8.163 -2.274 -2.033
Cl -1.927 8.684 -1.282 0.513
Cl -0.056 9.483 -3.327 0.547
Cl 0.774 7.694 -1.221 0.508
Cl -1.038 6.778 -3.269 0.460
C 5.196 -2.156 1.309 -2.027
Cl 4.190 -0.747 1.709 0.538
Cl 4.589 -2.900 -0.183 0.485
Cl 6.863 -1.639 1.076 0.556
Cl 5.109 -3.325 2.623 0.555
C 8.943 -14.945 0.976 -2.059
Cl 7.683 -14.565 -0.203 0.509
Cl 10.109 -16.056 0.255 0.530
Cl 9.768 -13.455 1.454 0.502
Cl 8.214 -15.694 2.398 0.528
C 4.435 -0.501 -5.639 -2.046
Cl 4.916 1.034 -4.914 0.513
Cl 3.933 -1.616 -4.364 0.477
Cl 3.090 -0.238 -6.755 0.516
Cl 5.800 -1.194 -6.517 0.545
C -5.745 2.276 8.173 -2.034
Cl -7.292 3.104 8.381 0.537
Cl -5.221 2.439 6.491 0.468
Cl -4.542 2.992 9.249 0.491
Cl -5.935 0.563 8.561 0.535
C -2.726 11.015 2.270 -2.044
Cl -3.618 10.501 0.835 0.501
Cl -0.992 10.866 1.970 0.527
Cl -3.123 12.693 2.639 0.544
Cl -3.172 9.982 3.631 0.495
C -0.910 3.439 11.038 -2.047
Cl -2.438 4.305 11.245 0.503
Cl -0.385 3.578 9.357 0.508
Cl 0.311 4.135 12.103 0.512
Cl -1.147 1.735 11.442 0.532
C 5.039 7.551 -0.553 -2.062
Cl 4.320 7.028 -2.081 0.487
Cl 6.797 7.442 -0.661 0.536
Cl 4.567 9.219 -0.224 0.529
Cl 4.460 6.507 0.751 0.515
C -1.732 5.820 5.610 -2.031
Cl -1.276 4.768 4.254 0.449
Cl -0.332 6.036 6.662 0.529
Cl -2.262 7.393 5.003 0.497
Cl -3.051 5.077 6.511 0.510
C 2.601 4.967 15.495 -2.063
Cl 1.121 5.897 15.233 0.511
Cl 3.926 5.703 14.588 0.522
Cl 2.995 4.960 17.215 0.529
Cl 2.358 3.307 14.938 0.507
C -2.804 7.826 -7.504 -2.036
Cl -4.265 7.190 -8.267 0.524
Cl -1.667 6.501 -7.206 0.451
Cl -2.052 9.017 -8.566 0.546
Cl -3.223 8.583 -5.964 0.525
C -2.659 -9.849 -3.597 -2.058
Cl -2.310 -11.568 -3.741 0.548
Cl -3.352 -9.513 -2.004 0.524
Cl -1.159 -8.924 -3.783 0.515
Cl -3.803 -9.365 -4.851 0.529
```

***

no.,total energy (eV)
1,-37831.2377
2,-6274.3584
3,-43759.4505
4,-52869.2385
5,-914455.1270